The following is a quantum chemistry calculation of a cluster of 2 separate species, CH3ClN2O2 in total at a distorted geometry, from the OMol25 dataset.

## Properties
- frontier orbital gap (eV) = 10.14
- ΔE to the lowest compared entry with this formula, charge and spin (kcal per mole) = 59.3
- multiplicity = 1
- highest occupied orbital energy (eV) = -9.87
- total energy (Ha) = -759.917004
- F_max (Eh/bohr) = 0.09264
- LUMO level (Eh) = 0.0102
- SMILES = C=NCl.O=NO

Positions of all 9 atoms, in Å:
C: -0.348 -0.288 -0.729
N: 0.481 -0.426 0.163
Cl: 1.531 -1.802 0.047
H: -1.069 0.546 -0.735
H: -0.316 -0.847 -1.744
O: 1.820 1.765 4.276
N: 1.224 0.977 3.623
O: 1.912 0.444 2.565
H: 1.576 -0.276 1.958

Löwdin population analysis, charges in e, atoms 1 to 2: atom 1 (C): -0.1723, atom 2 (N): -0.4557

---

The following is a quantum chemistry calculation of a structure of composition C31H32BClMgN9O6, from the OMol25 dataset.

## Properties
- charge = -1
- frontier orbital gap (eV) = 7.48
- ΔE to the lowest compared entry with this formula, charge and spin (kcal per mole) = 0.0
- multiplicity = 1
- highest occupied orbital energy (eV) = -5.44
- total energy (Ha) = -2830.069764
- F_max (Eh/bohr) = 0.00223
- LUMO level (Eh) = 0.0750

Positions of all 81 atoms, in Å:
Mg: -0.034 0.608 -0.316
O: -6.988 1.223 1.461
C: -6.188 2.160 1.300
O: -6.348 3.393 1.337
C: -4.728 1.715 1.015
C: -4.364 0.379 1.027
C: -3.037 0.029 0.830
N: -2.079 0.934 0.594
C: -2.422 2.232 0.617
C: -3.726 2.651 0.813
C: -1.295 3.201 0.527
C: -1.467 4.563 0.756
C: -0.359 5.386 0.761
C: 0.899 4.841 0.549
C: 0.984 3.484 0.311
N: -0.084 2.688 0.291
C: -2.607 -1.388 0.980
C: -3.380 -2.441 0.496
C: -2.914 -3.732 0.660
C: -1.704 -3.934 1.308
C: -1.022 -2.824 1.780
N: -1.462 -1.580 1.631
H: -5.128 -0.359 1.235
H: -4.021 3.690 0.833
H: -2.451 4.969 0.933
H: -0.476 6.448 0.937
H: 1.792 5.450 0.558
H: 1.934 2.997 0.120
H: -4.306 -2.237 -0.024
H: -3.481 -4.571 0.276
H: -1.297 -4.927 1.445
H: -0.076 -2.932 2.303
C: -0.047 1.259 3.316
C: 0.952 0.292 2.776
C: 1.832 -0.526 3.498
C: 2.511 -1.263 2.547
C: 3.564 -2.305 2.735
N: 2.054 -0.884 1.341
N: 1.097 0.069 1.476
B: 2.433 -1.410 -0.052
N: 2.854 -0.232 -0.963
N: 1.967 0.751 -1.277
C: 2.523 1.491 -2.228
C: 1.816 2.641 -2.867
C: 3.802 0.993 -2.528
C: 3.967 -0.106 -1.711
C: 5.132 -1.035 -1.611
N: 1.226 -2.130 -0.704
N: 0.097 -1.437 -1.010
C: -0.653 -2.218 -1.777
C: -1.936 -1.763 -2.390
C: -0.011 -3.455 -1.953
C: 1.180 -3.353 -1.266
C: 2.271 -4.361 -1.122
H: -0.070 1.203 4.404
H: 0.193 2.285 3.031
H: -1.041 1.023 2.937
H: 1.948 -0.578 4.568
H: 3.756 -2.437 3.799
H: 3.255 -3.266 2.320
H: 4.498 -2.024 2.248
H: 3.343 -2.182 0.049
H: 0.971 2.980 -2.276
H: 2.501 3.478 -3.018
H: 1.419 2.347 -3.840
H: 4.505 1.380 -3.248
H: 5.936 -0.677 -2.252
H: 5.507 -1.098 -0.589
H: 4.867 -2.045 -1.926
H: -2.411 -0.971 -1.818
H: -1.749 -1.358 -3.386
H: -2.631 -2.598 -2.481
H: -0.371 -4.305 -2.510
H: 1.969 -5.292 -1.599
H: 3.197 -4.022 -1.591
H: 2.492 -4.567 -0.074
O: -3.119 1.463 -2.591
Cl: -1.800 1.935 -2.879
O: -0.835 1.069 -2.172
O: -1.506 1.842 -4.276
O: -1.619 3.281 -2.407

Löwdin population analysis, charges in e, atoms 1 to 2: atom 1 (Mg): 0.5781, atom 2 (O): -0.0437

---

The following is a quantum chemistry calculation of a structure of composition C30H28F3N2O2ScSi at a distorted geometry, from the OMol25 dataset.

## Properties
- charge = +2
- frontier orbital gap (spin up / spin down) (eV) = 4.69 / 5.84
- ΔE to the lowest compared entry with this formula, charge and spin (kcal per mole) = 24.0
- multiplicity = 1
- highest occupied orbital energy (spin up / spin down) (eV) = -13.60 / -13.61
- total energy (Ha) = -2769.226496
- F_max (Eh/bohr) = 0.04767
- LUMO level (spin up / spin down) (Eh) = -0.3276 / -0.2855

Positions of all 67 atoms, in Å:
Sc: 0.478 -1.073 0.444
O: -1.351 -3.518 1.507
N: -0.912 -2.778 0.808
F: 6.353 -2.217 7.881
C: 5.144 -1.695 8.150
F: 5.340 -0.443 8.602
F: 4.594 -2.409 9.136
C: 4.283 -1.674 6.912
C: 3.068 -2.337 6.869
C: 2.289 -2.264 5.727
C: 2.733 -1.529 4.627
C: 3.968 -0.867 4.683
C: 4.741 -0.940 5.822
C: 1.961 -1.421 3.435
C: 1.324 -1.296 2.396
H: 2.731 -2.902 7.727
H: 1.335 -2.770 5.689
H: 4.302 -0.283 3.836
H: 5.693 -0.430 5.877
C: -3.240 -2.240 -2.636
C: -2.577 -1.155 -3.444
C: -1.290 -1.577 -4.108
C: -3.498 -0.367 -4.328
Si: -1.869 0.243 -1.898
O: -0.704 -0.452 -1.047
C: -3.434 0.456 -0.889
C: -3.452 -0.001 0.430
C: -4.530 0.262 1.259
C: -5.615 0.974 0.765
C: -5.617 1.430 -0.545
C: -4.532 1.172 -1.369
C: -1.282 1.776 -2.794
C: -1.750 2.999 -2.302
C: -1.293 4.192 -2.843
C: -0.372 4.180 -3.879
C: 0.106 2.972 -4.371
C: -0.351 1.778 -3.836
H: -3.567 -3.017 -3.338
H: -4.122 -1.889 -2.105
H: -2.553 -2.712 -1.930
H: -1.514 -2.458 -4.722
H: -0.519 -1.879 -3.397
H: -0.901 -0.812 -4.778
H: -3.733 -0.997 -5.197
H: -3.041 0.543 -4.720
H: -4.443 -0.125 -3.845
H: -2.607 -0.557 0.818
H: -4.523 -0.082 2.285
H: -6.459 1.183 1.409
H: -6.459 1.989 -0.931
H: -4.535 1.551 -2.384
H: -2.472 3.022 -1.495
H: -1.670 5.129 -2.457
H: -0.036 5.112 -4.313
H: 0.819 2.954 -5.185
H: 0.020 0.848 -4.248
C: 4.503 1.427 -1.450
C: 4.558 0.780 -0.224
C: 3.482 0.019 0.185
N: 2.359 -0.113 -0.549
C: 2.320 0.509 -1.740
C: 3.360 1.274 -2.222
H: 5.334 2.029 -1.791
H: 5.427 0.860 0.414
H: 3.509 -0.513 1.125
H: 1.414 0.385 -2.315
H: 3.272 1.745 -3.191

Löwdin population analysis, charges in e, atoms 1 to 2: atom 1 (Sc): 1.1592, atom 2 (O): 0.2013

---

The following is a quantum chemistry calculation of a cluster of 3 separate species, CH5NO2 in total at a distorted geometry, from the OMol25 dataset.

## Properties
- frontier orbital gap (eV) = 8.77
- ΔE to the lowest compared entry with this formula, charge and spin (kcal per mole) = 116.1
- multiplicity = 1
- highest occupied orbital energy (eV) = -10.31
- total energy (Ha) = -246.171826
- F_max (Eh/bohr) = 0.11869
- LUMO level (Eh) = -0.0564

Positions of all 9 atoms, in Å:
C: 0.710 0.457 0.123
N: 0.945 -0.780 0.874
O: 0.109 1.286 0.805
H: 1.040 -0.443 -1.575
H: 0.755 -0.727 1.800
H: 1.716 -1.370 0.574
H: -2.249 -0.029 -1.226
H: -0.671 -0.192 -0.997
O: -1.542 -0.602 -1.484

Löwdin population analysis, charges in e, atoms 1 to 2: atom 1 (C): -0.3175, atom 2 (N): 0.0762

---

The following is a quantum chemistry calculation of a cluster of 7 separate species, C11H36O7 in total at a distorted geometry, from the OMol25 dataset.

## Properties
- frontier orbital gap (eV) = 10.05
- ΔE to the lowest compared entry with this formula, charge and spin (kcal per mole) = 22.7
- multiplicity = 1
- highest occupied orbital energy (eV) = -9.74
- total energy (Ha) = -967.276415
- F_max (Eh/bohr) = 0.05849
- LUMO level (Eh) = 0.0113
- SMILES = CC(C)O.CC(C)O.CC(C)O.CO.CO.O.O

Positions of all 54 atoms, in Å:
C: 0.700 1.839 -1.309
C: 0.392 0.960 -0.084
C: 0.504 1.736 1.162
O: -0.928 0.554 -0.185
H: 1.746 2.143 -1.294
H: 0.151 2.744 -1.570
H: 0.603 1.195 -2.183
H: 0.920 0.014 0.039
H: 0.098 2.747 1.189
H: 1.556 1.944 1.358
H: 0.071 1.234 2.027
H: -1.353 1.231 -0.717
C: 2.989 -2.323 1.723
C: 3.647 -1.957 3.065
C: 3.446 -3.005 4.157
O: 4.974 -1.753 2.663
H: 1.950 -1.995 1.776
H: 3.081 -3.355 1.384
H: 3.279 -1.778 0.825
H: 3.260 -1.004 3.427
H: 4.180 -3.799 4.294
H: 2.448 -3.436 4.071
H: 3.414 -2.431 5.083
H: 5.339 -2.441 2.102
C: -2.275 -4.030 -1.842
C: -2.166 -2.546 -1.380
C: -3.214 -2.134 -0.451
O: -0.833 -2.285 -0.980
H: -2.153 -4.737 -1.021
H: -1.654 -4.350 -2.678
H: -3.317 -4.206 -2.108
H: -2.322 -1.848 -2.203
H: -3.249 -2.748 0.449
H: -4.190 -2.196 -0.931
H: -3.099 -1.089 -0.162
H: -0.817 -1.386 -0.644
C: -0.972 4.484 -4.384
O: -0.840 5.870 -4.116
H: -1.880 4.349 -4.972
H: -0.082 4.102 -4.885
H: -1.199 3.949 -3.462
H: -1.479 6.097 -3.437
C: -3.600 1.709 -1.207
O: -2.501 2.597 -1.136
H: -3.888 1.485 -0.180
H: -4.486 2.122 -1.688
H: -3.332 0.782 -1.715
H: -2.852 3.311 -0.599
O: -1.231 -1.709 2.271
H: -0.902 -1.208 1.525
H: -1.062 -2.623 2.041
O: 4.036 2.971 2.128
H: 4.600 2.393 2.641
H: 4.495 3.810 2.120

Löwdin population analysis, charges in e, atoms 1 to 2: atom 1 (C): -0.0312, atom 2 (C): -0.4904

---

The following is a quantum chemistry calculation of a cluster of 15 separate species, F6H28O14P in total at a distorted geometry, from the OMol25 dataset.

## Properties
- charge = -1
- frontier orbital gap (eV) = 10.23
- ΔE to the lowest compared entry with this formula, charge and spin (kcal per mole) = 84.2
- multiplicity = 1
- highest occupied orbital energy (eV) = -8.62
- total energy (Ha) = -2010.961195
- F_max (Eh/bohr) = 0.07030
- LUMO level (Eh) = 0.0593

Positions of all 49 atoms, in Å:
P: -0.536 17.291 -6.027
F: -0.738 17.228 -7.702
F: -0.096 15.674 -6.186
F: 0.994 17.781 -6.363
F: -0.324 17.465 -4.457
F: -1.058 18.823 -6.023
F: -2.074 16.948 -5.858
O: -2.989 19.537 -11.764
H: -2.954 18.973 -10.991
H: -3.559 19.070 -12.375
O: -4.458 23.380 -5.569
H: -3.876 23.973 -5.093
H: -3.983 23.174 -6.374
O: 6.473 15.725 -7.926
H: 5.611 15.891 -8.306
H: 7.091 15.987 -8.609
O: -1.845 11.359 -4.535
H: -1.517 12.258 -4.551
H: -1.771 11.059 -5.441
O: 5.784 21.125 -8.011
H: 5.582 21.824 -7.389
H: 5.315 20.362 -7.674
O: 3.444 14.603 -3.179
H: 2.771 14.853 -3.813
H: 3.840 13.814 -3.548
O: 2.625 11.121 -8.080
H: 2.935 10.326 -8.514
H: 3.067 11.119 -7.231
O: -5.198 13.419 -1.656
H: -4.550 13.605 -2.336
H: -5.659 12.641 -1.971
O: 3.701 21.554 -4.324
H: 3.990 21.241 -3.467
H: 2.991 20.961 -4.570
O: -6.255 18.563 -7.055
H: -5.316 18.398 -6.965
H: -6.664 17.711 -6.901
O: -1.702 10.715 -9.058
H: -0.808 10.901 -8.773
H: -1.626 10.553 -9.998
O: 3.268 14.530 -10.766
H: 2.862 14.036 -10.054
H: 2.931 14.123 -11.564
O: -4.095 14.732 -11.348
H: -3.306 14.505 -10.855
H: -3.780 15.286 -12.062
O: -2.522 19.435 0.051
H: -1.809 19.164 -0.526
H: -2.380 18.939 0.858

Löwdin population analysis, charges in e, atoms 1 to 2: atom 1 (P): 0.1836, atom 2 (F): -0.2447